Entry 1:
13
Properties=species:S:1:pos:R:3 method="wB97M-V/def2-TZVPD" gap_ev=9.1 e_lumo_ev=0.21 largest_force_ha_per_bohr=0.091 smiles="O=C[C@H]1CNC(=S)O1" homo_ev=-8.9 energy_ev=-20647.366
O 2.36 -0.56 -0.82
C 1.55 -1.19 -0.23
C 0.49 -0.41 0.47
C 0.28 1.06 -0.07
N -1.17 1.03 -0.20
C -1.74 -0.22 -0.11
S -3.21 -0.74 -0.42
O -0.85 -0.90 0.63
H 1.64 -2.31 -0.16
H 0.89 -0.24 1.61
H 0.99 0.99 -1.03
H 0.57 1.79 0.84
H -1.81 1.72 -0.51

Entry 2:
24
Properties=species:S:1:pos:R:3 method="wB97M-V/def2-TZVPD" gap_ev="7.5 / 7.5" e_lumo_ev="0.10 / 0.10" largest_force_ha_per_bohr=0.025 homo_ev="-7.4 / -7.4" energy_ev=-10931.835
C 1.58 -0.23 -0.73
C 1.60 -1.73 -0.54
C -1.26 -0.69 -1.54
C -0.41 0.38 -0.90
N 2.27 0.57 0.09
N -0.54 1.57 -1.28
H 1.60 0.07 -1.78
H 2.61 0.02 0.89
H 1.30 1.28 1.08
H 0.11 2.20 -0.79
H 0.90 -2.25 -1.19
H 1.38 -2.00 0.50
H 2.60 -2.10 -0.77
H -1.43 -1.53 -0.86
H -2.22 -0.28 -1.85
H -0.76 -1.08 -2.43
C -1.97 0.54 1.51
C -0.50 0.40 1.30
N 0.34 1.39 1.63
H -0.07 2.32 1.55
H -0.08 -0.59 1.41
H -2.32 1.53 1.19
H -2.52 -0.21 0.95
H -2.21 0.41 2.57

Entry 3:
18
Properties=species:S:1:pos:R:3 method="wB97M-V/def2-TZVPD" gap_ev=9.2 e_lumo_ev=0.71 largest_force_ha_per_bohr=0.075 smiles="CC(=O)[C@H](N)N(C)O" homo_ev=-8.5 energy_ev=-11382.167
C -1.97 -1.14 -1.31
C -0.69 -1.15 -0.52
O -0.05 -2.17 -0.38
C -0.30 0.17 0.13
N -0.56 1.27 -0.77
N 1.20 0.37 0.28
C 1.54 1.03 1.54
O 2.10 -0.70 0.12
H -2.75 -0.61 -0.75
H -1.82 -0.61 -2.25
H -2.27 -2.16 -1.54
H -0.82 0.26 1.10
H 0.60 1.24 -1.04
H -0.71 2.13 -0.26
H 1.31 0.39 2.40
H 0.97 1.96 1.61
H 2.60 1.27 1.53
H 1.64 -1.56 0.11

Entry 4:
73
Properties=species:S:1:pos:R:3 method="wB97M-V/def2-TZVPD" gap_ev="7.0 / 7.1" spin_multiplicity=3 e_lumo_ev="-0.94 / -0.94" largest_force_ha_per_bohr=0.030 s_squared=2.020 homo_ev="-8.0 / -8.1" energy_ev=-99318.157
V 0.17 -0.98 0.26
N -1.02 -3.13 0.33
C -2.17 -2.92 -0.47
C -3.44 -2.92 0.10
C -4.54 -2.59 -0.68
C -4.38 -2.29 -2.02
C -3.11 -2.30 -2.58
C -1.98 -2.61 -1.82
C -0.61 -2.55 -2.38
C -0.38 -3.10 -3.64
C 0.86 -3.00 -4.24
C 1.89 -2.35 -3.57
C 1.65 -1.82 -2.31
C 0.42 -1.91 -1.65
H -0.35 -3.75 -0.10
H -1.22 -3.40 1.29
H -3.55 -3.16 1.15
H -5.52 -2.59 -0.22
H -5.24 -2.04 -2.63
H -2.97 -2.05 -3.62
H -1.19 -3.60 -4.16
H 1.03 -3.44 -5.22
H 2.86 -2.24 -4.03
H 2.48 -1.28 -1.85
I 0.14 -1.56 5.34
C -1.00 -0.40 4.08
C -1.89 0.56 4.62
C -2.71 1.30 3.82
I -3.95 2.72 4.68
C -2.69 1.10 2.41
C -3.55 1.73 1.48
C -3.50 1.42 0.15
C -2.56 0.48 -0.29
N -1.73 -0.12 0.54
C -1.79 0.16 1.88
C -0.89 -0.60 2.73
O -0.04 -1.43 2.16
H -1.91 0.70 5.69
H -4.26 2.47 1.84
H -4.16 1.89 -0.57
H -2.46 0.22 -1.33
O 2.87 0.99 -0.48
C 1.76 1.41 -0.71
O 0.65 0.79 -0.43
C 1.51 2.77 -1.32
C 2.58 3.58 -1.70
C 2.29 4.81 -2.26
C 1.02 5.29 -2.47
C 0.00 4.45 -2.07
C 0.21 3.21 -1.51
N -1.41 4.91 -2.26
O -1.57 5.99 -2.77
O -2.29 4.15 -1.91
N 3.43 5.68 -2.68
O 4.55 5.28 -2.45
O 3.16 6.71 -3.26
H 3.60 3.25 -1.56
H 0.83 6.26 -2.91
H -0.62 2.60 -1.21
N 2.33 -1.55 0.66
C 2.89 -1.51 1.98
C 3.06 -0.29 2.61
C 3.64 -0.24 3.86
C 4.04 -1.41 4.50
C 3.85 -2.63 3.87
C 3.27 -2.68 2.61
H 2.55 -2.42 0.18
H 2.77 -0.80 0.11
H 2.75 0.62 2.10
H 3.78 0.72 4.34
H 4.50 -1.37 5.48
H 4.15 -3.55 4.35
H 3.14 -3.64 2.11